[1]
Entry from the OMol25 dataset: a molecular structure, C23H19AsCl9F38O4Pt (wB97M-V/def2-TZVPD).

Summary:
Expectation value of S²   2.03
Net charge   +1
HOMO-LUMO gap (spin up / spin down)   0.2286 / 0.0480 hartree
Multiplicity   3

Structure (XYZ):
```
95
C23H19AsCl9F38O4Pt (wB97M-V/def2-TZVPD)
Pt -1.727 5.092 -0.309
As -1.302 0.249 -1.306
F -0.262 -1.152 -0.951
F -2.260 -0.691 -2.421
F -2.361 1.684 -1.656
F -0.416 1.475 -0.358
F -0.215 0.726 -2.693
F -2.332 -0.189 0.033
C 3.774 -1.798 -6.978
C 4.664 -2.747 -6.072
C 4.325 -2.551 -4.546
F 5.081 -3.329 -3.795
F 4.286 -1.327 -4.037
F 4.508 -4.049 -6.379
F 5.951 -2.460 -6.371
O 2.425 -1.961 -6.754
C 1.530 -1.117 -7.614
C 0.075 -1.572 -7.455
F -0.792 -0.947 -8.251
F -0.113 -2.871 -7.653
F 1.720 0.209 -7.287
F 1.890 -1.379 -8.870
H 4.047 -2.080 -7.995
H 4.134 -0.791 -6.767
H 3.306 -2.905 -4.388
H -0.282 -1.386 -6.442
C -0.665 -6.474 6.211
C -0.753 -6.232 4.667
C -1.796 -5.147 4.341
F -1.960 -5.115 3.031
F -2.922 -5.287 4.965
F 0.495 -5.928 4.233
F -1.111 -7.411 4.109
O -0.251 -5.303 6.897
C 0.788 -5.464 7.887
C 0.975 -4.072 8.532
F -0.263 -3.553 8.838
F 1.844 -3.984 9.566
F 0.380 -6.409 8.773
F 1.858 -5.953 7.274
H -0.159 -7.431 6.337
H -1.638 -6.783 6.593
H -1.384 -4.173 4.605
H 1.393 -3.452 7.739
C -1.878 3.156 4.655
C -2.398 3.142 6.110
C -2.832 1.738 6.572
F -4.047 1.456 6.192
F -2.017 0.720 6.246
F -1.421 3.533 6.895
F -3.323 4.068 6.227
O -1.522 4.405 3.981
C -0.591 5.317 4.684
C -1.303 6.446 5.483
F -0.593 7.513 5.833
F -2.419 6.865 4.813
F 0.363 4.669 5.347
F 0.055 5.883 3.620
H -2.704 2.741 4.077
H -1.030 2.473 4.690
H -2.906 1.711 7.659
H -1.630 6.120 6.470
C 0.877 6.086 -4.681
C -0.581 5.808 -5.091
C -0.958 6.510 -6.393
F -0.402 7.727 -6.453
F -0.694 5.938 -7.579
F -0.869 4.529 -5.193
F -1.352 6.208 -4.041
O 1.152 5.467 -3.431
C 2.534 5.664 -2.980
C 3.712 5.057 -3.851
F 3.852 5.680 -5.043
F 4.871 4.974 -3.209
F 2.640 6.961 -2.715
F 2.494 5.005 -1.845
H 1.104 7.152 -4.647
H 1.477 5.688 -5.499
H -2.020 6.748 -6.330
H 3.391 4.046 -4.101
C -1.664 -6.614 -3.110
Cl -0.611 -7.691 -2.097
Cl -3.401 -7.036 -2.766
Cl -1.280 -6.870 -4.792
H -1.386 -5.616 -2.771
C -7.601 -1.988 -0.599
Cl -7.901 -2.157 1.156
Cl -7.468 -0.273 -1.113
Cl -8.745 -2.933 -1.545
H -6.626 -2.436 -0.789
C 4.649 -1.594 2.816
Cl 5.650 -2.586 3.926
Cl 5.388 0.013 2.564
Cl 3.064 -1.304 3.491
H 4.415 -2.084 1.871
```

***

[2]
Entry from the OMol25 dataset: a molecular structure, C23H19N6O2S2ScSe (wB97M-V/def2-TZVPD).

Summary:
ΔE to the lowest compared entry with this formula, charge and spin   12.8 kcal/mol
HOMO-LUMO gap   0.2807 hartree

Structure (XYZ):
```
54
C23H19N6O2S2ScSe (wB97M-V/def2-TZVPD)
Sc -0.554 0.215 0.327
C 1.969 -2.752 0.382
C 3.059 -1.910 0.204
C 3.015 -0.906 -0.751
C 1.889 -0.754 -1.548
C 0.801 -1.615 -1.395
C 0.840 -2.608 -0.416
H 2.000 -3.527 1.135
H 3.936 -2.029 0.827
H 3.861 -0.243 -0.881
H 1.875 -0.008 -2.332
H -0.020 -1.578 -2.099
H 0.013 -3.296 -0.314
S -2.176 -1.638 0.699
C -3.496 -0.563 0.293
C -4.584 -1.176 -0.396
N -5.443 -1.705 -0.949
C -3.537 0.762 0.608
S -2.292 1.596 1.527
C -4.627 1.578 0.190
N -5.477 2.277 -0.147
C 3.275 2.196 3.624
N 1.874 2.224 3.987
C 0.915 1.485 3.405
Se 1.235 0.038 2.302
N -0.272 1.865 3.901
C -0.091 2.870 4.836
C -0.969 3.538 5.675
C -0.423 4.451 6.560
C 0.954 4.684 6.613
C 1.833 4.003 5.789
C 1.287 3.092 4.898
H 3.352 1.943 2.570
H 3.817 1.457 4.214
H 3.695 3.186 3.787
H -1.159 1.525 3.546
H -2.032 3.337 5.651
H -1.071 4.996 7.232
H 1.344 5.403 7.321
H 2.901 4.167 5.846
C 1.536 5.624 -0.255
N 0.946 4.370 -0.695
C 0.381 4.233 -1.918
C -0.231 3.094 -2.313
C -0.268 2.034 -1.363
O -0.882 0.925 -1.536
N 0.365 2.152 -0.182
C 0.961 3.304 0.220
O 1.500 3.455 1.307
H 1.425 6.365 -1.042
H 2.590 5.482 -0.024
H 1.039 5.970 0.650
H 0.445 5.093 -2.572
H -0.706 2.981 -3.274
```

***

[3]
Entry from the OMol25 dataset: a molecular structure, C23H19N6O2S2ScSe (wB97M-V/def2-TZVPD).

Summary:
ΔE to the lowest compared entry with this formula, charge and spin   11.6 kcal/mol
HOMO-LUMO gap   0.2595 hartree

Structure (XYZ):
```
54
C23H19N6O2S2ScSe (wB97M-V/def2-TZVPD)
Sc 1.702 -0.656 0.316
C 2.701 -3.881 1.075
C 2.114 -3.845 2.331
C 2.441 -2.829 3.219
C 3.344 -1.843 2.848
C 3.956 -1.885 1.597
C 3.634 -2.911 0.710
H 2.445 -4.669 0.379
H 1.384 -4.595 2.608
H 1.964 -2.784 4.189
H 3.574 -1.028 3.523
H 4.705 -1.151 1.330
H 4.132 -2.969 -0.250
S 2.723 1.363 1.410
C 3.798 1.959 0.165
C 4.469 3.202 0.474
N 4.988 4.193 0.738
C 4.034 1.353 -1.014
S 3.299 -0.155 -1.538
C 4.934 1.967 -1.962
N 5.652 2.435 -2.728
C -0.140 0.275 -3.143
N -1.175 -0.392 -2.358
C -1.014 -1.499 -1.621
Se 0.507 -2.544 -1.391
N -2.180 -1.740 -0.988
C -3.099 -0.736 -1.267
C -4.395 -0.503 -0.832
C -5.010 0.640 -1.311
C -4.354 1.515 -2.190
C -3.060 1.275 -2.619
C -2.451 0.125 -2.142
H 0.730 -0.377 -3.188
H 0.126 1.214 -2.659
H -0.522 0.452 -4.147
H -2.282 -2.507 -0.344
H -4.897 -1.179 -0.154
H -6.024 0.862 -1.005
H -4.868 2.400 -2.537
H -2.542 1.960 -3.276
C -2.834 3.089 0.848
N -2.063 1.865 1.058
C -2.370 1.038 2.088
C -1.661 -0.077 2.369
C -0.541 -0.323 1.521
O 0.299 -1.281 1.700
N -0.274 0.463 0.471
C -0.989 1.593 0.187
O -0.737 2.337 -0.738
H -3.889 2.876 1.004
H -2.671 3.419 -0.171
H -2.505 3.870 1.534
H -3.225 1.338 2.681
H -1.883 -0.719 3.205
```